(1)
Computed, not measured: one molecule with the formula C9H19NOS in a non-equilibrium geometry, with ωB97M-V/def2-TZVPD.

Each line ends with the natural charge from an NBO analysis.
Geometry (Å):
C1 -3.296 -0.218 -0.396  -0.6111
C2 -2.568 0.914 0.288  -0.3934
C3 -2.003 0.452 1.650  -0.2308
N1 -1.259 1.573 2.261  -0.6058
C4 0.083 1.764 1.988  0.4333
S1 0.845 2.799 3.084  -0.2705
O1 0.699 1.034 0.997  -0.5207
C5 1.969 1.534 0.520  0.0902
C6 1.711 2.594 -0.566  -0.6309
C7 2.741 0.379 -0.118  -0.4063
C8 3.010 -0.810 0.838  -0.3931
C9 3.942 -1.871 0.211  -0.6016
H1 -3.662 0.114 -1.352  0.2150
H2 -2.651 -1.070 -0.568  0.2041
H3 -4.181 -0.566 0.200  0.1992
H4 -3.245 1.758 0.437  0.2052
H5 -1.692 1.254 -0.364  0.2031
H6 -2.838 0.127 2.226  0.2051
H7 -1.330 -0.394 1.475  0.1951
H8 -1.419 1.736 3.249  0.4236
H9 2.589 1.981 1.285  0.2180
H10 1.192 3.490 -0.165  0.2274
H11 2.668 2.887 -1.013  0.2172
H12 1.118 2.175 -1.384  0.2062
H13 3.723 0.747 -0.477  0.2103
H14 2.157 0.050 -0.962  0.1974
H15 2.064 -1.223 1.194  0.2034
H16 3.527 -0.430 1.692  0.1971
H17 4.954 -1.469 0.056  0.2021
H18 3.995 -2.736 0.879  0.2115
H19 3.562 -2.171 -0.760  0.1996

Cartesian forces (eV/Å) of the 3 atoms listed first:
-0.9 -0.2 0.5
1.4 -0.1 -0.3
0.8 1.0 -1.8

Output
Kohn-Sham gap	9.19	eV
SMILES	CCCNC(=S)O[C@H](C)CCC
DFT total energy	-24014.0001	eV


(2)
Computed, not measured: one molecule with the formula C3H2O4 in a non-equilibrium geometry, with ωB97M-V/def2-TZVPD.

Each line ends with the natural charge from an NBO analysis.
Geometry (Å):
O1 -1.766 -0.209 -0.554  -0.4226
C1 -1.169 0.808 -0.191  0.3370
C2 0.390 0.854 0.058  0.3597
O2 1.248 1.726 0.173  -0.4028
C3 0.805 -0.512 -0.094  0.6725
O3 1.755 -0.796 -0.763  -0.4861
O4 -0.079 -1.451 0.630  -0.6792
H1 -1.576 1.791 0.262  0.1413
H2 0.393 -2.210 0.479  0.4802

Cartesian forces (eV/Å) of the 3 atoms listed first:
1.5 3.8 0.4
-1.3 0.5 1.3
0.7 1.4 -0.9

Output
Kohn-Sham gap	8.66	eV
SMILES	O=CC(=O)C(=O)O
DFT total energy	-11330.7805	eV


(3)
Computed, not measured: C2H2FNO2 as an isolated structure in a non-equilibrium geometry, with ωB97M-V/def2-TZVPD.

Each line ends with the natural charge from an NBO analysis.
Geometry (Å):
C1 1.097 -0.012 0.616  0.8864
C2 -0.621 -0.432 -0.390  0.0292
N1 0.034 0.793 -0.507  -0.1368
O1 2.153 0.262 1.031  -0.4778
O2 0.283 -1.075 0.493  -0.4689
F1 -0.541 1.887 -0.024  -0.2121
H1 -1.550 -0.536 0.114  0.1865
H2 -0.856 -0.886 -1.333  0.1933

Cartesian forces (eV/Å) of the 3 atoms listed first:
-1.3 1.9 -2.7
-2.8 -1.0 0.7
4.9 -1.4 0.4

Output
Kohn-Sham gap	10.77	eV
DFT total energy	-10404.9536	eV


(4)
Computed, not measured: one molecule with the formula C6H9N, with ωB97M-V/def2-TZVPD.

Each line ends with the natural charge from an NBO analysis.
Geometry (Å):
C1 -0.156 1.645 -1.189  -0.6761
C2 -0.332 0.480 -0.257  0.3636
C3 0.431 -0.824 -0.153  -0.3901
C4 -0.505 -1.830 0.515  -0.2235
C5 1.721 -0.796 0.731  -0.5752
C6 -1.591 -1.082 0.825  -0.2737
N1 -1.450 0.287 0.378  -0.4454
H1 -0.523 2.590 -0.771  0.2305
H2 0.879 1.789 -1.518  0.2393
H3 -0.750 1.433 -2.097  0.2429
H4 0.740 -1.124 -1.166  0.2502
H5 1.434 -0.889 1.786  0.2248
H6 2.346 0.103 0.613  0.1953
H7 2.301 -1.692 0.462  0.2308
H8 -2.517 -1.302 1.343  0.1992
H9 -2.151 1.015 0.489  0.4073

Cartesian forces (eV/Å) of the 3 atoms listed first:
0.1 0.0 0.0
-0.2 -0.2 -0.1
0.1 0.0 0.0

Output
Kohn-Sham gap	7.44	eV
DFT total energy	-7854.5833	eV


(5)
Computed, not measured: a 2-piece molecular cluster, CHFN2O3 overall in a non-equilibrium geometry, with ωB97M-V/def2-TZVPD.

Each line ends with the natural charge from an NBO analysis.
Geometry (Å):
C1 1.559 0.343 0.309  0.7234
N1 -0.203 -1.274 -0.394  0.0975
N2 -1.745 0.582 -0.534  0.2818
O1 -1.249 -0.939 -0.042  -0.1645
O2 -2.903 0.699 -0.456  -0.2014
O3 0.847 1.218 0.603  -0.5114
F1 1.846 -0.687 1.143  -0.3497
H1 1.846 0.059 -0.629  0.1244

Cartesian forces (eV/Å) of the 3 atoms listed first:
-1.3 -0.9 1.7
0.6 -0.4 -0.6
-2.6 3.2 -1.1

Output
Kohn-Sham gap (spin up / spin down)	7.82 / 7.22	eV
DFT total energy	-12886.5146	eV


(6)
Computed, not measured: a 5-piece molecular cluster, C5H20O5 overall in a non-equilibrium geometry, with ωB97M-V/def2-TZVPD.

Each line ends with the natural charge from an NBO analysis.
Geometry (Å):
C1 -1.122 0.628 -1.013  -0.2497
O1 -0.172 -0.436 -0.907  -0.7573
H1 -1.992 0.345 -0.419  0.1678
H2 -0.655 1.527 -0.622  0.1777
H3 -1.371 0.827 -2.060  0.1603
H4 -0.643 -1.265 -1.068  0.4884
C2 -1.008 -3.952 -0.675  -0.2533
O2 -1.573 -2.917 -1.479  -0.7377
H5 0.055 -4.111 -0.897  0.1677
H6 -1.091 -3.636 0.358  0.1950
H7 -1.482 -4.918 -0.866  0.1707
H8 -1.428 -3.139 -2.403  0.4742
C3 3.367 -0.869 -2.044  -0.2558
O3 4.152 0.322 -2.109  -0.7236
H9 3.375 -1.423 -2.995  0.1489
H10 3.811 -1.499 -1.283  0.1813
H11 2.311 -0.647 -1.868  0.1865
H12 3.873 0.828 -2.876  0.4606
C4 0.644 0.351 2.697  -0.2574
O4 -0.263 1.182 3.440  -0.7455
H13 0.894 -0.511 3.311  0.1739
H14 0.178 0.028 1.764  0.1706
H15 1.577 0.868 2.455  0.1609
H16 -0.335 1.999 2.929  0.4847
C5 -2.029 3.186 1.243  -0.2543
O5 -1.058 3.571 2.187  -0.7356
H17 -1.806 3.414 0.196  0.1621
H18 -2.174 2.109 1.306  0.1916
H19 -3.016 3.611 1.462  0.1663
H20 -1.018 4.529 2.238  0.4808

Cartesian forces (eV/Å) of the 3 atoms listed first:
0.6 -0.7 0.0
0.1 0.3 -0.1
-0.3 0.4 -0.2

Output
Kohn-Sham gap	10.09	eV
SMILES	CO.CO.CO.CO.CO
DFT total energy	-15744.5076	eV